C3H7N2OS | ωB97M-V with the def2-TZVPD basis set

```
! RIJCOSX wB97M-V def2-TZVPD def2/J DEFGRID3
* xyz -1 1
C 0.52 1.09 1.01
C -0.88 0.46 1.15
S -1.90 1.16 2.40
N 1.13 0.85 -0.31
C 1.11 -0.48 -0.36
N -0.36 -1.16 -2.32
O 1.68 -1.26 0.50
H 1.20 0.68 1.83
H 0.38 2.17 1.22
H -0.76 -0.61 1.44
H -1.39 0.45 0.20
H 0.51 -1.07 -1.07
H 0.08 -0.92 -3.14
H -1.33 -1.35 -2.54
*
```

Values from the calculation:
HOMO   -3.50 eV
DFT total energy   -701.24519 a.u.
Gap between HOMO and LUMO   0.1452 Ha
Relative energy (zero: lowest compared OMol25 entry of this formula, charge and spin)   7.647 eV